Below is a 12-piece molecular cluster, C48H103N2O28P3S6 overall at a distorted geometry, with properties calculated with ωB97M-V/def2-TZVPD.

As for the max |F|: 3.0 eV/Å. Its energy relative to the best compared isomer or geometry (same formula, charge and spin) is 0.0 kcal per mole. As for the spin multiplicity: 1. The frontier orbital gap is 7.588 eV.

CARTESIAN COORDINATES (ANGSTROEM)
S1 5.408 -4.684 -2.752
S2 6.459 0.704 2.170
S3 -5.577 -1.579 -0.858
S4 1.597 4.325 -1.350
S5 -1.964 -6.738 -1.110
S6 4.216 -1.091 -5.112
P1 -3.741 -0.381 4.722
P2 -2.053 2.471 -5.475
P3 0.702 3.589 5.121
O1 5.417 -5.491 -3.960
O2 -0.747 1.201 1.834
O3 -2.258 1.739 -6.745
O4 2.490 4.040 -0.236
O5 0.367 3.381 6.526
O6 5.319 -0.634 -4.285
O7 -1.416 -8.063 -0.879
O8 2.144 4.967 -2.535
O9 -4.865 -1.439 5.148
O10 -0.543 3.707 4.124
O11 4.449 -1.305 -6.511
O12 1.662 4.845 4.871
O13 6.406 0.068 0.863
O14 5.643 -3.245 -2.766
O15 -1.394 1.608 -4.289
O16 -1.014 3.669 -5.578
O17 2.361 -2.016 -1.217
O18 -1.898 -0.719 0.133
O19 7.703 1.119 2.791
O20 1.470 2.336 4.488
O21 -3.692 0.600 5.991
O22 -6.862 -2.218 -0.671
O23 -3.422 3.005 -4.826
O24 3.383 -0.655 0.961
O25 -3.398 -6.557 -1.180
O26 -2.347 -1.152 4.863
O27 -3.951 0.288 3.440
O28 -5.169 -0.459 -0.014
N1 4.907 -1.159 -1.279
N2 -3.457 1.347 0.932
C1 1.822 1.202 5.284
C2 -1.596 5.479 -7.113
C3 -0.703 2.981 -1.267
C4 -0.372 3.962 2.723
C5 -0.148 -4.785 -0.745
C6 -2.002 -0.685 -4.720
C7 -4.281 -2.842 -0.862
C8 4.042 -4.842 -0.492
C9 1.315 0.381 1.370
C10 5.450 -5.390 -0.097
C11 -5.018 -1.588 7.644
C12 -5.474 3.844 -5.722
C13 1.210 -0.029 4.633
C14 1.554 -0.412 -4.534
C15 1.566 -1.372 -0.514
C16 -4.693 2.591 -5.377
C17 3.805 -5.002 -1.968
C18 -5.444 -1.146 -2.608
C19 -0.978 4.459 -1.504
C20 5.557 -0.216 3.472
C21 -1.722 -1.678 3.695
C22 -2.010 0.442 -3.722
C23 1.680 -1.950 -4.580
C24 -1.167 -6.008 -2.639
C25 -0.627 -0.604 0.184
C26 -4.054 -3.098 -2.370
C27 -0.522 -4.701 -2.236
C28 -5.181 -2.496 -3.205
C29 4.974 0.881 4.344
C30 4.476 2.072 3.500
C31 -2.317 -2.989 3.228
C32 0.720 2.798 -1.838
C33 -2.680 2.624 6.919
C34 2.652 5.128 5.842
C35 -4.673 -2.272 6.325
C36 -1.723 4.115 2.076
C37 -0.048 0.355 1.203
C38 5.287 2.096 2.184
C39 -0.758 4.263 -6.850
C40 3.167 -2.388 -4.420
C41 6.298 -5.513 -1.406
C42 2.917 0.192 -4.921
C43 -1.282 -5.438 0.030
C44 0.145 -1.315 -0.706
C45 3.814 5.844 5.192
C46 0.115 5.222 -0.751
C47 2.194 -0.501 0.671
C48 -3.368 1.970 5.740
H1 -1.393 0.264 -2.837
H2 3.410 1.950 3.326
H3 -4.831 -2.506 -4.241
H4 4.608 6.219 5.835
H5 -1.243 -3.898 -2.397
H6 -1.328 6.016 -8.021
H7 3.312 0.710 -4.044
H8 -1.642 4.163 0.992
H9 -6.329 -0.572 -2.877
H10 -1.679 -3.599 2.585
H11 -6.077 -3.118 -3.266
H12 4.929 -0.391 -1.954
H13 2.982 -4.409 -2.364
H14 3.251 -5.329 0.077
H15 -5.223 2.005 -4.621
H16 -2.441 -3.620 4.116
H17 0.737 2.724 -2.929
H18 -3.607 2.264 0.537
H19 -2.501 3.689 6.828
H20 -2.478 3.405 2.415
H21 3.594 6.549 4.387
H22 -2.190 5.040 2.438
H23 -4.820 -2.233 8.510
H24 1.428 -0.184 3.572
H25 4.344 5.102 4.575
H26 -0.732 2.677 -0.217
H27 -4.541 1.883 -6.192
H28 1.169 -2.398 -3.729
H29 -1.453 2.377 -1.778
H30 -4.544 -3.704 -0.258
H31 3.066 0.862 -5.763
H32 1.832 1.122 1.966
H33 -3.281 -2.961 2.717
H34 -2.667 5.249 -7.126
H35 -3.141 -2.628 -2.746
H36 -0.666 -1.827 3.931
H37 -0.319 -1.944 -1.451
H38 3.631 -6.026 -2.310
H39 -5.044 4.472 -6.501
H40 5.368 -6.423 0.249
H41 3.334 -2.351 -3.342
H42 -0.513 -6.797 -3.007
H43 4.605 1.873 1.362
H44 0.191 6.299 -0.858
H45 -6.097 -1.468 7.743
H46 -2.002 4.702 -1.214
H47 4.145 0.513 4.950
H48 -2.383 -1.614 -4.288
H49 -3.937 0.555 0.452
H50 -1.988 -5.884 -3.343
H51 -1.004 -0.879 -5.100
H52 2.264 5.672 6.705
H53 -2.636 -0.458 -5.577
H54 -0.876 3.602 -7.708
H55 -3.139 2.417 7.890
H56 -0.005 -3.825 -0.246
H57 5.864 2.980 1.924
H58 -3.349 -2.388 -0.516
H59 0.781 -5.319 -0.533
H60 -2.114 -4.736 0.094
H61 7.313 -5.124 -1.344
H62 -4.427 -0.715 7.905
H63 -1.542 6.218 -6.305
H64 0.138 4.942 0.304
H65 6.381 -6.559 -1.690
H66 0.396 4.681 2.420
H67 4.404 -1.924 -1.727
H68 -2.450 1.113 0.849
H69 3.505 -3.385 -4.696
H70 0.386 -4.464 -2.789
H71 2.918 1.214 5.320
H72 1.555 1.245 6.340
H73 -6.459 3.546 -6.092
H74 4.653 2.996 4.047
H75 4.013 -3.777 -0.256
H76 -5.472 -2.982 6.105
H77 1.269 -0.147 -3.516
H78 4.364 -1.038 -0.408
H79 -3.559 1.235 1.947
H80 -4.319 2.448 5.482
H81 0.275 4.608 -6.793
H82 1.345 -2.411 -5.509
H83 5.900 -4.922 0.775
H84 -2.754 2.082 4.843
H85 -1.739 2.080 7.028
H86 -1.667 -0.934 2.896
H87 3.089 4.235 6.302
H88 1.347 1.938 -1.596
H89 -0.895 4.700 -2.567
H90 -3.736 -2.823 6.306
H91 -1.099 -5.940 0.975
H92 -2.996 0.697 -3.315
H93 -4.587 -0.475 -2.711
H94 5.889 -1.393 -1.150
H95 0.822 0.022 -5.210
H96 -5.640 4.456 -4.837
H97 5.695 1.247 5.080
H98 4.695 -0.682 2.985
H99 1.545 -0.991 5.027
H100 0.138 0.141 4.745
H101 -3.887 -4.150 -2.609
H102 6.158 -1.026 3.875
H103 0.147 3.086 2.305